No. 1
Computed, not measured: a structure of composition C11H16Cl3NO2PV in a non-equilibrium geometry, with the ωB97M-V functional and the def2-TZVPD basis.

Structure (XYZ):
```
35
Properties=species:S:1:pos:R:3:forces:R:3
C -1.5782 4.2899 -0.5392 0.6598 0.3303 0.1257
C -1.5988 2.8268 -0.2708 1.8536 -0.6840 1.6303
H -0.6605 4.6650 -0.0906 0.0276 0.0718 0.0761
H -2.4116 4.8279 -0.0495 0.1325 -0.4066 -0.6518
H -1.4901 4.4538 -1.6290 -0.5702 0.0940 0.5114
O -0.8061 2.2066 0.4313 -1.1650 0.9788 -1.1881
Cl -2.8220 1.9412 -1.0791 -0.9302 -0.5266 -0.5325
V 0.3481 -1.7585 0.0984 -4.1173 -1.0571 -1.0079
P 0.9971 -0.4824 -1.9195 0.7646 0.3996 -2.3260
C 2.7909 -0.3804 -2.2887 0.2086 -0.2348 0.6110
C 0.3805 -1.5620 -3.2602 -0.3037 -0.3678 0.1978
H -0.5688 1.2729 -2.5782 0.2675 0.0039 -0.0229
H 0.9195 1.2381 -3.5876 -0.1183 -0.2212 0.4034
H 0.9678 1.9380 -1.9412 -0.1531 -0.1142 -0.1367
C 0.5209 1.1532 -2.5633 -0.4950 0.4648 0.6236
H -0.7145 -1.5952 -3.2282 0.1525 0.0254 -0.0873
H 0.7051 -1.1389 -4.2211 -0.0435 -0.0891 0.2893
H 2.9152 -0.0447 -3.3311 -0.1256 -0.1994 0.4039
H 3.2915 -1.3489 -2.1427 -0.0989 0.2928 -0.1426
H 0.7471 -2.5870 -3.1527 0.0232 0.1887 -0.0853
H 3.2525 0.3595 -1.6181 -0.0368 -0.1812 -0.2412
C 2.1116 -1.4039 0.5087 8.9606 0.8717 3.5220
O 3.2009 -1.2405 0.9199 -5.4787 -0.6726 -2.3171
Cl -0.0829 -3.7875 -0.5382 0.4815 0.9739 0.3460
Cl -0.0061 -3.0747 5.5635 0.0742 0.0198 -0.1171
C -0.4821 -2.0460 4.2856 0.4144 -0.2446 -0.5199
C -1.4281 -1.0469 4.5095 -0.0126 0.0629 -0.7826
C -1.8255 -0.2690 3.4252 0.0908 0.0616 -0.3122
C -1.2628 -0.4832 2.1677 0.0020 -0.1828 0.1946
N -0.3151 -1.4321 1.9556 -0.1340 -0.1567 1.3040
C 0.0762 -2.2153 3.0148 -0.6090 0.7144 -0.0244
H -1.8519 -0.9192 5.4948 -0.0315 0.0657 0.0421
H -2.5801 0.5094 3.5320 0.2220 -0.2204 0.0031
H -1.5599 0.1054 1.3031 0.0160 0.0696 0.1408
H 0.8201 -2.9712 2.8190 0.0720 -0.1309 0.0706
```
Positions in Å, forces in eV/Å.

The LUMO energy (alpha / beta) comes out at -0.3447 / -0.3452 Ha. The calculation puts the HOMO-LUMO gap (alpha / beta) at 6.829 / 6.816 eV. The total charge is +2. As for the spin multiplicity: 3. The calculation puts the relative energy (zero: lowest compared OMol25 entry of this formula, charge and spin) at 0.00 kcal per mole.

No. 2
Computed, not measured: a cluster of 2 separate species, C11H16F3IN3O2P in total in a non-equilibrium geometry, with the ωB97M-V functional and the def2-TZVPD basis.

Structure (XYZ):
```
37
Properties=species:S:1:pos:R:3:forces:R:3
C 3.4289 -1.3953 0.9258 -0.0381 1.7841 -0.6166
C 2.6752 -0.1216 0.2736 -0.7816 1.4198 -0.9771
C 3.4310 0.5624 -0.9187 -3.5122 2.2111 0.7235
C 2.8092 1.8053 -1.6058 -2.1574 -2.1712 3.3693
C 1.4350 2.2937 -1.0833 0.7074 -1.8826 1.2069
C 0.6265 1.6218 0.0656 3.3792 -1.0613 -0.9808
C -0.8264 2.1924 0.4964 2.7692 -1.0663 1.0696
N -1.8810 1.6249 -0.4161 -1.7902 1.3264 0.2990
C -3.0656 1.1420 0.3037 -1.0035 0.0176 -0.2197
N -4.2079 1.9879 0.7134 2.5215 -1.0831 -1.2013
N -3.1514 -0.1757 0.5800 0.5190 0.6556 -1.2567
P -4.5386 -0.9399 1.4055 -0.4770 -1.1830 1.6565
O -4.2943 -2.6170 1.1819 -0.0435 2.1407 0.0498
I -6.6477 -0.4573 0.1738 0.5128 -0.1959 -0.3696
C -2.2550 2.5341 -1.5053 -1.1965 -0.1451 -2.0336
F -2.6132 3.8449 -1.1017 0.8410 -2.6481 -0.7820
F -3.4274 1.9616 -2.1201 2.4774 1.4401 1.3000
F -1.3026 2.6551 -2.5289 -2.2154 -0.2810 2.9887
C 1.2762 0.3804 0.7770 1.8744 1.8498 -3.2455
H 3.7835 -2.0631 0.0636 -0.5760 0.4307 1.6194
H 2.7970 -1.9392 1.7037 0.8984 0.6700 -1.3132
H 4.3802 -0.9716 1.4286 -1.5095 -0.8233 -0.6869
H 4.4445 0.2079 -1.3009 -1.6476 0.2591 0.8599
H 3.2940 2.3588 -2.4769 -0.6965 -0.9634 1.4659
H 0.9776 3.2154 -1.5794 0.7252 -1.4583 0.7843
H -0.8241 3.3288 0.5846 -0.2213 -1.5028 -0.4188
H -1.0266 1.7604 1.5413 0.2200 0.7022 -1.4919
H -3.8573 2.9487 0.8456 -0.2397 -0.5347 -0.1743
H -4.8869 2.0077 -0.0656 0.1208 -0.1475 0.5699
H -2.3608 -0.7954 0.2968 -0.6674 0.7667 -0.0943
H -4.6492 -3.0581 1.9897 0.4187 0.4368 -0.6516
H 0.7625 -0.1784 1.6338 0.8550 0.9674 -1.3740
C 3.9542 -5.1148 -0.0401 -0.5396 -0.7764 -0.1731
O 4.5177 -4.0469 0.5216 0.1538 0.3922 0.0371
H 3.2042 -5.6677 0.5630 -0.1716 0.0508 0.5030
H 3.3883 -4.9513 -0.9822 -0.0391 0.4197 -0.3964
H 4.6303 -5.9413 -0.3439 0.5300 -0.0168 -0.0454
```
Positions in Å, forces in eV/Å.

The LUMO energy comes out at -0.1202 Ha. The calculation puts the HOMO-LUMO gap at 1.539 eV. As for the spin multiplicity: 1.

No. 3
Computed, not measured: a structure of composition C11H16IrN5O3PS2Te in a non-equilibrium geometry, with the ωB97M-V functional and the def2-TZVPD basis.

Structure (XYZ):
```
40
Properties=species:S:1:pos:R:3:forces:R:3
Ir 0.1543 -0.2058 -0.3691 -0.2356 0.6063 0.1344
N -1.7888 2.7578 1.9845 0.1333 0.4032 -0.1394
C -2.2099 1.4943 2.1064 0.0075 -0.0937 -0.1069
N -1.7122 0.4738 1.4234 0.5101 0.8422 -0.3028
C -2.3586 -0.6669 1.7917 -1.1304 0.7338 1.3651
C -3.3250 -0.5710 2.7348 0.2739 -0.1985 -0.4016
S -3.4815 1.0763 3.1932 0.0837 0.2755 0.1306
C -1.9155 -3.1575 1.3507 0.1962 0.4940 -0.0323
C -2.3298 -4.3211 1.8555 0.1054 0.0853 -0.1180
S -1.3138 -5.5903 1.1498 -0.4026 -0.0769 0.3367
C -0.4119 -4.4676 0.2152 0.1172 0.4111 -0.2020
N -0.8595 -3.2399 0.4589 0.8613 -0.4274 -0.5556
N 0.5819 -4.7810 -0.6170 0.0078 -0.0610 -0.0151
H -1.0318 2.9974 1.3682 -0.0083 -0.1159 0.0676
H -2.1839 3.4994 2.5375 0.0030 -0.0764 0.0090
H -3.9317 -1.3553 3.1452 -0.1198 -0.0080 0.0578
H -3.1171 -4.5465 2.5490 -0.0434 -0.1241 0.0618
H 0.8781 -5.7366 -0.7332 -0.0324 0.0232 0.0327
H 1.0901 -4.0767 -1.1249 -0.0477 0.0276 0.0767
N -1.9342 -1.7596 1.1530 0.0931 -1.8179 -0.7220
C -0.8770 -1.8128 0.2220 -0.2684 -1.0174 0.2812
C 0.8058 4.6211 -3.9089 -0.0721 0.2885 -0.0151
C 1.3029 3.7559 -2.7936 0.1438 -0.2222 0.1237
O 1.7164 2.4602 -3.3710 -0.1156 -0.0030 0.2737
P 1.2940 1.0860 -2.7988 1.3236 -0.1359 1.4267
O 1.7600 0.7759 -1.3262 -0.6747 0.3257 -1.8829
Te -1.1078 0.8517 -2.5573 -0.5848 0.0234 -0.0117
O 1.8426 0.0639 -3.8176 -0.1416 -0.2696 0.3331
C 1.7424 0.2409 -5.2895 -0.0871 0.1773 0.0612
C 2.2177 -1.0259 -5.9332 0.0721 -0.0240 -0.0930
H 0.5468 5.5994 -3.5019 0.0038 0.0096 -0.0354
H -0.0824 4.2109 -4.3879 -0.0119 -0.0710 0.0377
H 1.5761 4.7641 -4.6632 0.0504 -0.0063 -0.0020
H 0.5414 3.5594 -2.0315 -0.0132 0.0691 -0.0460
H 2.1923 4.1414 -2.2980 -0.0673 0.0490 -0.0630
H 2.3502 1.1103 -5.5291 0.0478 -0.0736 -0.0683
H 0.6970 0.4668 -5.5145 0.0376 -0.0572 -0.0334
H 3.2467 -1.2397 -5.6536 0.0400 0.0106 0.0064
H 2.1787 -0.9027 -7.0154 0.0054 0.0130 -0.0147
H 1.5935 -1.8769 -5.6699 -0.0604 0.0115 0.0453
```
Positions in Å, forces in eV/Å.

The LUMO energy (alpha / beta) comes out at -0.2049 / -0.3395 Ha. The calculation puts the HOMO-LUMO gap (alpha / beta) at 6.677 / 4.093 eV. The total charge is +2. As for the spin multiplicity: 6. The calculation puts the relative energy (zero: lowest compared OMol25 entry of this formula, charge and spin) at 7.48 kcal per mole.